1.
Molecular formula: C7H13N3O4S
Method: DFT, the ωB97M-V functional and the def2-TZVPD basis

Its energy above the lowest of the compared OMol25 structures with the same formula, charge and spin is 142.8 kcal/mol. Its SMILES is NC(=O)C[C@H](NC(=O)[C@@H](N)CS)C(=O)O. For the total energy, the calculation gives -30960.69853 eV. The HOMO energy is -9.55 eV. As for the net charge: 0. Its orbital gap is 9.706 eV. As for the LUMO energy: 0.16 eV.

Last column: Mulliken charge in e.
CARTESIAN COORDINATES (ANGSTROEM)
N -1.607 1.863 0.392  -0.456
C -1.326 1.303 1.601  0.636
O -2.267 1.272 2.410  -0.690
C -0.027 0.665 1.971  -0.736
C -0.001 -0.974 1.763  0.007
N 0.434 -1.373 0.315  -0.175
C 1.086 -0.260 -0.474  0.000
O 1.907 0.605 -0.058  -0.641
C 0.609 0.066 -2.018  0.006
N -0.012 1.415 -1.753  -0.734
C 1.916 -0.223 -2.922  -0.724
S 2.263 -2.020 -3.158  -0.235
C -1.244 -1.940 2.322  0.425
O -1.237 -3.024 1.812  -0.502
O -2.120 -1.266 3.223  -0.510
H -1.183 1.794 -0.576  0.461
H -2.810 1.850 0.293  0.296
H 0.755 1.208 1.301  0.318
H 0.371 0.910 3.005  0.348
H 0.668 -1.503 2.430  0.281
H -0.405 -1.686 -0.404  0.366
H -0.421 -0.487 -2.194  0.349
H -0.888 1.649 -2.461  0.324
H 0.598 2.370 -1.624  0.273
H 2.640 0.344 -2.432  0.367
H 1.877 0.266 -4.045  0.331
H 2.298 -2.559 -1.685  0.186
H -1.875 -0.268 2.966  0.431

***

2.
Molecular formula: C2H7N3OP
Method: DFT, the ωB97M-V functional and the def2-TZVPD basis

Its energy above the lowest of the compared OMol25 structures with the same formula, charge and spin is 45.2 kcal/mol. Its SMILES is CN1[NH2+]PNC1=O. For the total energy, the calculation gives -17984.92883 eV. The HOMO energy is -14.62 eV. As for the net charge: +1. Its orbital gap is 10.170 eV. As for the LUMO energy: -4.45 eV.

Last column: Mulliken charge in e.
CARTESIAN COORDINATES (ANGSTROEM)
C 1.819 -0.175 0.052  -0.883
N 0.427 0.025 -0.431  -0.216
N -0.146 1.140 0.064  -0.321
P -2.009 0.911 -0.067  0.114
N -1.760 -0.717 0.228  -0.148
C -0.588 -1.309 -0.117  0.508
O -0.275 -2.403 -0.019  -0.324
H 2.632 0.581 -0.393  0.273
H 1.810 0.049 1.083  0.432
H 2.086 -1.130 -0.336  0.332
H 0.327 1.332 1.140  0.417
H -0.014 2.082 -0.389  0.401
H -1.888 0.917 -1.430  0.155
H -2.421 -1.305 0.615  0.261

***

3.
Molecular formula: C27H21F3OS
Method: DFT, the ωB97M-V functional and the def2-TZVPD basis

For the total energy, the calculation gives -49372.98246 eV. The HOMO energy is -6.39 eV. As for the net charge: 0. Its orbital gap is 3.783 eV. As for the LUMO energy: -2.61 eV.

Last column: Mulliken charge in e.
CARTESIAN COORDINATES (ANGSTROEM)
F -6.990 0.369 4.352  -0.270
C -6.427 -0.720 3.748  0.828
F -6.933 -1.832 4.360  -0.272
F -6.871 -0.735 2.448  -0.257
C -4.929 -0.680 3.803  0.267
C -4.210 -1.874 3.809  -0.536
C -2.830 -1.843 3.841  -0.517
C -2.142 -0.599 3.754  -0.039
S -0.523 -0.524 3.393  -0.303
C -2.902 0.600 3.866  -0.541
C -4.281 0.554 3.828  -0.488
H -4.749 -2.817 3.786  0.392
H -2.260 -2.769 3.848  0.403
H -2.383 1.555 3.892  0.411
H -4.869 1.466 3.815  0.379
C -3.695 -3.574 -2.658  -1.389
C -2.741 -2.627 -2.002  1.172
C -3.117 -1.973 -0.819  -0.849
C -2.233 -1.137 -0.168  -0.498
C -0.909 -0.913 -0.656  0.473
C -0.053 -0.095 0.121  -0.491
C 1.327 0.186 -0.071  0.395
C 2.227 -0.584 -0.862  -0.422
C 3.555 -0.209 -1.011  -0.434
C 4.036 0.919 -0.336  0.236
O 5.367 1.316 -0.484  -0.464
C 5.677 2.179 -1.551  0.514
C 5.887 3.535 -1.279  -0.342
C 6.099 4.411 -2.342  -0.389
C 6.146 3.934 -3.651  -0.466
C 5.968 2.575 -3.904  -0.481
C 5.730 1.684 -2.856  -0.355
C 3.195 1.675 0.492  -0.444
C 1.868 1.323 0.597  -0.758
C -0.596 -1.483 -1.930  -0.632
C -1.478 -2.358 -2.550  -0.778
H -3.200 -4.166 -3.430  0.363
H -4.129 -4.259 -1.922  0.350
H -4.531 -3.041 -3.127  0.304
H -4.112 -2.147 -0.404  0.460
H -2.527 -0.640 0.759  0.251
H -0.528 0.443 0.946  0.572
H 1.887 -1.505 -1.328  0.642
H 4.239 -0.785 -1.636  0.495
H 5.847 3.882 -0.248  0.423
H 6.238 5.472 -2.136  0.348
H 6.331 4.622 -4.477  0.370
H 6.018 2.191 -4.922  0.347
H 5.575 0.620 -3.031  0.281
H 3.596 2.538 1.020  0.402
H 1.204 1.913 1.225  0.396
H 0.331 -1.218 -2.433  0.622
H -1.198 -2.855 -3.482  0.319

***

4.
Molecular formula: C8H13I
Method: DFT, the ωB97M-V functional and the def2-TZVPD basis

Its energy above the lowest of the compared OMol25 structures with the same formula, charge and spin is 58.5 kcal/mol. For the total energy, the calculation gives -16603.98473 eV. The HOMO energy is -8.22 eV. As for the net charge: 0. Its orbital gap is 8.836 eV. As for the LUMO energy: 0.62 eV.

Last column: Mulliken charge in e.
CARTESIAN COORDINATES (ANGSTROEM)
C -1.184 0.650 -1.559  -0.431
C -1.482 0.470 -0.216  -0.302
C 0.252 0.835 -1.914  -0.572
C 1.005 -0.283 -1.238  -0.895
C -0.500 0.858 0.793  0.415
C 1.266 -0.201 0.194  0.161
C -0.737 0.349 2.194  -1.728
C 1.315 -1.445 1.030  -1.314
I 2.718 1.320 0.556  0.111
H -1.940 0.433 -2.502  0.212
H -2.579 0.191 -0.108  0.286
H 0.480 0.477 -3.002  0.309
H 0.709 1.811 -1.742  0.341
H 0.282 -1.179 -1.478  0.296
H 1.969 -0.483 -1.739  0.449
H -0.182 1.949 0.722  0.435
H -0.998 -0.813 2.265  0.337
H -1.668 0.683 2.543  0.467
H 0.080 0.549 2.861  0.383
H 2.383 -1.820 1.147  0.325
H 0.794 -2.202 0.400  0.300
H 0.875 -1.203 1.934  0.415